## 1
DFT (the ωB97M-V functional and the def2-TZVPD basis) results for the molecule ClHNOPS.

As for the SMILES: O=PNSCl. The molecular weight comes out at 129.508 g mol⁻¹. The HOMO-LUMO gap is 9.00 eV. As for the HOMO energy: -0.364 Ha.

```
! RIJCOSX wB97M-V def2-TZVPD def2/J DEFGRID3
* xyz 0 1
O -2.198 -1.144 -0.477
P -0.783 -1.379 -0.012
N -0.276 0.222 0.126
S 1.546 0.867 0.836
Cl 2.657 0.513 -0.856
H -0.946 0.921 0.384
*
```

---

## 2
DFT (the ωB97M-V functional and the def2-TZVPD basis) results for the molecule ClHNOPS.

As for the SMILES: O=PNSCl. The molecular weight comes out at 129.508 g mol⁻¹. The HOMO-LUMO gap is 8.98 eV. As for the HOMO energy: -0.351 Ha.

```
! RIJCOSX wB97M-V def2-TZVPD def2/J DEFGRID3
* xyz 0 1
O 2.286 1.215 -0.486
P 0.968 1.304 0.100
N 0.196 -0.321 0.193
S -1.385 -0.528 0.885
Cl -2.626 -0.427 -0.705
H 0.561 -1.244 0.013
*
```

---

Which is more stable than every other structure shown? 2 is more stable than every other one.